[1]
DFT (ωB97M-V/def2-TZVPD) results for one molecule with the formula C4H6N2O2.

Each line ends with the natural charge from an NBO analysis.
Atoms and positions in Å:
C1 -0.607 0.622 -1.179  -0.2431
N1 -0.365 -0.566 -0.252  -0.3825
C2 0.981 -0.802 -0.148  0.1693
H1 -1.704 0.718 -1.618  0.2103
O1 -2.118 2.115 1.627  -0.5011
C3 -1.991 1.090 0.941  0.4333
O2 2.846 -1.961 0.265  -0.5312
H2 -2.768 0.401 0.697  0.1233
H3 0.047 1.167 -1.784  0.2261
C4 -0.676 0.731 0.284  -0.1943
N2 1.521 -1.825 0.279  -0.1403
H4 2.983 -2.912 0.419  0.4865
H5 0.129 1.208 0.918  0.2209
H6 1.721 0.014 -0.447  0.1228

**E_tot**: -11315.8508 eV
**Maximum force**: 4.88 eV/Å
**Energy relative to the best compared isomer or geometry (same formula, charge and spin)**: 5.191 eV
**Gap between HOMO and LUMO**: 10.47 eV
**E_LUMO**: 0.59 eV

---

[2]
DFT (ωB97M-V/def2-TZVPD) results for an isolated ion of composition C3H7N2S and charge +1.

Each line ends with the natural charge from an NBO analysis.
Atoms and positions in Å:
S1 -1.890 0.095 0.662  0.0715
H1 -1.782 1.400 0.834  0.1376
N1 -0.193 1.475 -0.867  -0.5226
H2 -1.193 -0.337 -1.605  0.2923
H3 1.772 -0.585 1.219  0.4624
H4 0.848 1.861 1.778  0.2544
H5 0.046 -1.655 -0.027  0.2438
C1 -0.664 0.154 -0.766  -0.1991
C2 0.546 1.069 1.117  0.3559
H6 1.151 -0.838 -1.057  0.2451
H7 -0.993 2.159 -1.059  0.3932
C3 0.454 -0.742 -0.321  -0.2488
N2 1.056 0.002 0.780  -0.4857

**Charge**: +1
**E_tot**: -17028.3060 eV
**Maximum force**: 4.45 eV/Å
**Energy relative to the best compared isomer or geometry (same formula, charge and spin)**: 5.265 eV
**Gap between HOMO and LUMO (alpha / beta)**: 7.89 / 7.85 eV
**E_LUMO (alpha / beta)**: -6.04 / -6.03 eV

---

[3]
DFT (ωB97M-V/def2-TZVPD) results for one molecule with the formula C22H29N3O2.

Each line ends with the natural charge from an NBO analysis.
Atoms and positions in Å:
C1 -0.116 3.992 1.729  -0.1031
H1 1.585 -4.623 -3.408  0.1895
O1 2.556 -0.850 0.992  -0.6124
H2 2.726 -2.633 -3.735  0.1976
H3 -5.772 6.459 1.908  0.2202
H4 0.783 -5.448 -2.074  0.1816
H5 -1.053 -4.130 -1.542  0.1664
C2 2.066 0.386 -2.173  -0.6053
H6 2.203 2.005 1.250  0.2476
H7 0.702 4.694 1.650  0.2180
C3 -0.285 -3.492 -1.064  -0.2032
C4 -3.799 3.948 2.303  -0.2288
C5 0.725 -2.407 -2.978  -0.2026
N1 -2.294 2.160 1.944  -0.4535
C6 1.039 -3.213 1.086  -0.2313
C7 2.058 -1.820 -3.445  -0.4008
C8 -1.425 4.444 1.964  -0.1463
H8 3.273 -5.783 -2.120  0.2046
C9 -5.463 5.776 2.698  -0.6278
C10 -4.074 5.281 2.441  0.0007
H9 1.873 -1.212 -4.335  0.1995
C11 -1.739 5.814 2.109  -0.1566
C12 2.828 -4.892 -1.681  -0.6062
H10 0.435 -5.073 0.226  0.2111
H11 -0.422 -1.737 1.510  0.4074
C13 1.466 -4.623 -2.319  -0.2225
O2 -0.703 0.493 1.592  -0.4326
C14 -3.020 6.217 2.340  -0.2218
H12 0.211 -2.871 -3.841  0.1644
H13 -0.720 -2.498 -0.931  0.1974
C15 0.076 2.635 1.610  -0.1650
H14 -6.168 4.951 2.745  0.2182
C16 -1.068 1.783 1.730  0.5034
H15 2.075 0.965 -3.096  0.1962
H16 0.092 -1.590 -2.626  0.1940
C17 1.172 1.751 1.388  -0.2268
N2 0.897 -3.352 -1.890  -0.4743
C18 -2.487 3.490 2.064  0.2508
H17 -4.577 3.204 2.373  0.2195
N3 0.554 -1.871 1.296  -0.5993
H18 1.034 0.270 -1.851  0.1917
C19 0.656 0.494 1.388  0.2048
H19 -0.901 -4.131 0.886  0.2029
H20 -0.938 6.536 2.033  0.2098
H21 3.777 -0.800 -2.662  0.1974
H22 2.734 -1.508 -1.428  0.2265
H23 -3.247 7.268 2.451  0.2115
C20 2.736 -0.967 -2.374  -0.4089
H24 2.735 -5.046 -0.610  0.1991
C21 0.032 -4.065 0.320  -0.4119
H25 3.492 -4.049 -1.849  0.2126
C22 1.359 -0.794 1.202  0.6266
H26 1.966 -3.120 0.518  0.2416
H27 2.592 0.946 -1.404  0.2154
H28 -5.499 6.323 3.640  0.2204
H29 1.261 -3.686 2.051  0.1924

**E_tot**: -31850.9256 eV
**Maximum force**: 1.49 eV/Å
**Energy relative to the best compared isomer or geometry (same formula, charge and spin)**: 1.330 eV
**Gap between HOMO and LUMO**: 8.02 eV
**E_LUMO**: -0.26 eV

---

[4]
DFT (ωB97M-V/def2-TZVPD) results for one molecule with the formula C5H13N2O.

Each line ends with the natural charge from an NBO analysis.
Atoms and positions in Å:
H1 -1.212 1.833 0.317  0.4152
N1 0.792 -0.294 1.824  -0.6561
H2 -1.945 -0.275 0.040  0.1916
N2 -0.485 1.192 0.132  -0.6996
H3 0.214 1.627 -0.470  0.4447
H4 2.341 1.100 2.088  0.2008
C1 -0.055 -1.184 -0.363  -0.4408
H5 2.866 -0.552 2.229  0.1892
O1 -0.801 1.362 -2.415  -0.7809
C2 -1.035 -0.045 -0.477  -0.1405
C3 2.199 0.087 1.685  -0.4271
H6 -0.416 -2.145 -0.741  0.2369
C4 0.394 -1.497 1.063  -0.2230
H7 0.584 -0.444 2.783  0.3724
H8 2.507 0.082 0.651  0.2051
C5 -1.428 0.344 -1.900  -0.0300
H9 -0.456 -1.897 1.609  0.1937
H10 -0.066 0.917 1.024  0.4348
H11 -2.247 -0.224 -2.355  0.1188
H12 0.816 -0.989 -0.974  0.2111
H13 1.219 -2.210 1.016  0.1837

**2S+1**: 2
**E_tot**: -10420.2413 eV
**Maximum force**: 2.13 eV/Å
**Energy relative to the best compared isomer or geometry (same formula, charge and spin)**: 2.044 eV
**Gap between HOMO and LUMO (alpha / beta)**: 4.51 / 7.89 eV
**E_LUMO (alpha / beta)**: 0.47 / 0.44 eV

---

[5]
DFT (ωB97M-V/def2-TZVPD) results for C7H23Cl3CoN6SSi as an isolated structure.

Each line ends with the natural charge from an NBO analysis.
Atoms and positions in Å:
N1 3.966 -0.330 -0.682  -0.4976
Cl1 -3.935 -2.741 0.101  -0.2508
H1 4.236 0.152 0.189  0.4462
H2 -3.142 1.359 -3.240  0.2547
C1 -3.426 1.692 -1.127  -0.2598
Co1 -1.233 -0.114 -0.102  1.2711
H3 3.169 0.157 -2.573  0.2459
H4 4.852 -0.555 -1.164  0.4674
H5 -4.517 1.882 -1.088  0.2674
C2 -0.219 0.758 3.178  0.3617
H6 -0.278 -0.802 4.550  0.4411
H7 -3.682 -0.083 -2.331  0.2364
H8 1.264 -2.273 0.136  0.2688
N2 -1.652 0.394 -2.081  -0.8933
H9 1.249 1.513 -1.723  0.2409
Cl2 -0.941 -3.417 -1.364  -0.3216
C3 -3.057 0.816 -2.285  -0.2498
S1 -0.357 1.384 1.574  -0.2604
H10 0.143 1.417 5.152  0.4425
H11 1.795 1.368 -0.044  0.2410
H12 -1.035 1.176 -2.293  0.4007
H13 -0.690 -1.233 2.938  0.4235
C4 3.196 -1.578 -0.409  -0.2589
H14 1.775 -0.853 1.087  0.2238
H15 3.728 1.565 -1.623  0.2742
H16 3.222 -2.177 -1.340  0.2490
N3 -2.967 1.011 0.096  -0.8802
C5 1.769 -1.288 0.062  -0.2766
N4 -0.430 -0.500 3.594  -0.7496
Si1 -1.856 -2.158 0.145  0.7765
H17 0.843 -0.865 -1.706  0.3975
Cl3 -1.226 -3.231 1.949  -0.3063
H18 -1.393 -0.357 -2.719  0.4235
C6 1.781 0.837 -1.017  -0.2720
H19 -2.918 2.672 -1.216  0.2267
H20 0.327 2.582 3.919  0.4341
H21 -3.707 0.425 0.498  0.4287
C7 3.175 0.602 -1.563  -0.2573
H22 -2.728 1.697 0.812  0.4314
H23 3.769 -2.131 0.371  0.2721
N5 1.001 -0.398 -0.820  -0.6817
N6 0.126 1.626 4.159  -0.7309

**2S+1**: 5
**Charge**: +3
**E_tot**: -110457.2178 eV
**Maximum force**: 7.80 eV/Å
**Energy relative to the best compared isomer or geometry (same formula, charge and spin)**: 0.179 eV
**Gap between HOMO and LUMO (alpha / beta)**: 10.40 / 6.53 eV
**E_LUMO (alpha / beta)**: -8.58 / -12.63 eV

---

[6]
DFT (ωB97M-V/def2-TZVPD) results for C9H20Br2CuN as an isolated structure.

Each line ends with the natural charge from an NBO analysis.
Atoms and positions in Å:
C1 23.035 14.560 22.145  -0.6056
C2 23.821 16.200 18.943  -0.1790
H1 24.549 16.718 16.214  0.2342
H2 22.108 15.310 19.797  0.2202
Br1 14.975 14.640 18.017  -0.8336
H3 21.622 16.424 17.928  0.2308
H4 22.148 16.491 16.217  0.2327
H5 25.396 15.186 16.772  0.2217
H6 24.341 13.479 17.564  0.2258
H7 22.505 13.146 16.110  0.2112
H8 20.322 14.482 17.434  0.2423
C3 23.392 13.870 17.930  -0.1988
C4 22.175 13.470 17.097  -0.4455
H9 24.035 15.077 15.651  0.2261
C5 22.075 15.868 17.108  -0.2332
H10 23.881 17.234 18.603  0.2158
C6 24.464 15.661 16.466  -0.3900
H11 22.746 13.830 21.389  0.1988
H12 22.250 17.022 20.139  0.2329
H13 24.656 15.663 21.259  0.1952
H14 23.403 16.605 22.116  0.2212
H15 23.911 14.098 22.600  0.2150
H16 24.804 15.820 19.221  0.2151
H17 22.310 14.810 22.920  0.2301
H18 20.885 14.516 15.806  0.2397
N1 23.432 15.414 17.624  -0.2157
C7 21.226 14.608 16.838  -0.4331
C8 22.816 16.093 20.066  -0.4530
Cu1 17.683 14.346 17.656  0.7080
H19 23.176 13.701 18.985  0.2305
H20 21.753 12.555 17.511  0.2838
C9 23.585 15.785 21.422  -0.3904
Br2 18.435 11.713 18.162  -0.8536

**E_tot**: -195870.5491 eV
**Maximum force**: 2.54 eV/Å
**Energy relative to the best compared isomer or geometry (same formula, charge and spin)**: 2.315 eV
**Gap between HOMO and LUMO**: 6.31 eV
**E_LUMO**: -0.73 eV